Version a
Below is 3 unconnected molecules or ions with the total composition C4H12O3, with properties calculated with wB97M-V/def2-TZVPD.

Geometry (Å):
C1 0.590 -0.150 -1.617
C2 -0.347 -0.353 -0.375
C3 0.066 0.516 0.899
C4 -0.870 0.382 2.001
O1 -1.034 1.158 2.947
H1 0.177 -0.492 -2.565
H2 1.616 -0.479 -1.456
H3 0.661 0.942 -1.671
H4 -0.334 -1.328 0.025
H5 -1.413 -0.178 -0.505
H6 0.004 1.538 0.556
H7 1.123 0.399 1.238
H8 -1.484 -0.530 2.017
O2 2.848 -1.701 1.686
H9 3.478 -1.366 1.049
H10 3.332 -2.344 2.323
O3 -2.614 1.613 -2.203
H11 -3.447 1.633 -1.728
H12 -2.352 0.738 -2.620

Properties
Highest occupied orbital energy = -9.61 eV
Orbital gap = 10.16 eV
SMILES = CCCC=O.O.O
2S+1 = 1

***

Version b
Below is 2 unconnected molecules or ions with the total composition C4H12O3, with properties calculated with wB97M-V/def2-TZVPD.

Geometry (Å):
O1 -0.269 -0.451 -1.634
C1 -0.065 0.976 -1.468
C2 -0.794 1.521 -0.198
C3 -0.379 1.185 1.284
C4 -0.029 -0.307 1.368
O2 1.125 -0.766 0.647
H1 0.485 -0.706 -1.122
H2 -0.370 1.379 -2.457
H3 1.050 1.266 -1.257
H4 -1.877 1.047 -0.394
H5 -0.958 2.741 -0.256
H6 0.654 1.820 1.617
H7 -1.267 1.506 1.949
H8 0.260 -0.669 2.371
H9 -0.953 -0.781 1.091
H10 1.748 0.034 0.434
O3 0.643 -3.603 -0.843
H11 1.014 -3.239 -0.050
H12 -0.018 -2.952 -1.084

Properties
Highest occupied orbital energy = -10.38 eV
Orbital gap = 10.95 eV
SMILES = OCCCCO.O
2S+1 = 1

***

Version c
Below is 2 unconnected molecules or ions with the total composition C4H12O3, with properties calculated with wB97M-V/def2-TZVPD.

Geometry (Å):
O1 -1.139 0.425 2.334
C1 -1.016 -0.239 1.090
C2 0.476 -0.602 0.864
C3 0.870 -0.651 -0.631
C4 -0.175 -1.229 -1.565
O2 -0.510 -2.575 -1.251
H1 -1.955 0.146 2.769
H2 -1.630 -1.143 1.087
H3 -1.375 0.399 0.289
H4 0.684 -1.575 1.297
H5 0.971 0.196 1.418
H6 1.778 -1.258 -0.728
H7 1.079 0.371 -0.967
H8 0.256 -1.275 -2.570
H9 -1.088 -0.636 -1.606
H10 -0.434 -2.701 -0.300
O3 1.325 3.972 -0.733
H11 1.293 4.934 -0.702
H12 2.264 3.791 -0.595

Properties
Highest occupied orbital energy = -10.03 eV
Orbital gap = 10.79 eV
SMILES = OCCCCO.O
2S+1 = 1

***

Version d
Below is 3 unconnected molecules or ions with the total composition C4H12O3, with properties calculated with wB97M-V/def2-TZVPD.

Geometry (Å):
C1 -0.527 1.321 1.471
C2 -0.022 0.456 0.441
C3 -0.409 -0.830 0.189
C4 0.307 -1.684 -0.800
O1 1.503 -2.281 -0.233
H1 -1.517 1.852 1.294
H2 0.194 2.148 1.633
H3 -0.615 0.957 2.569
H4 0.610 0.928 -0.314
H5 -0.935 -1.472 0.873
H6 -0.218 -2.596 -1.272
H7 0.328 -1.071 -1.654
H8 2.120 -1.616 0.036
O2 -2.945 0.374 -1.757
H9 -2.751 0.523 -2.759
H10 -2.687 -0.433 -1.286
O3 2.746 1.231 0.190
H11 2.348 0.407 0.368
H12 2.470 1.785 1.012

Properties
Highest occupied orbital energy = -9.70 eV
Orbital gap = 10.30 eV
SMILES = C/C=C/CO.O.O
2S+1 = 1

***

The structure with the most favorable energy is version c; the runner-up is 0.0144 hartree above it.